Below is a structure of composition C37H40MgNO2S4Te, with properties calculated with the ωB97M-V functional and the def2-TZVPD basis.

Calculated values
DFT total energy, eV: -100680.4962
Relative energy (zero: lowest compared OMol25 entry of this formula, charge and spin), kcal per mole: 0.0
Highest occupied orbital energy, eV: -10.00
Orbital gap, eV: 7.5

```
! RIJCOSX wB97M-V def2-TZVPD def2/J DEFGRID3
* xyz 1 1
Mg 0.531 -0.953 0.008
C 3.962 -1.691 -0.830
C 3.747 -0.572 -1.846
S 2.020 -0.187 -2.266
C 1.635 -1.476 -3.486
C 1.077 -2.776 -2.916
S -0.427 -2.345 -2.015
C -0.928 -3.896 -1.239
C 0.105 -4.537 -0.323
S 0.597 -3.437 1.036
C 2.364 -3.827 1.200
C 3.150 -2.636 1.721
S 3.104 -1.173 0.669
H 5.030 -1.791 -0.628
H 3.592 -2.645 -1.206
H 4.275 -0.782 -2.777
H 4.144 0.363 -1.447
H 2.535 -1.667 -4.071
H 0.901 -1.021 -4.154
H 1.799 -3.256 -2.255
H 0.836 -3.462 -3.729
H -1.211 -4.603 -2.020
H -1.842 -3.632 -0.700
H 1.001 -4.811 -0.878
H -0.312 -5.450 0.100
H 2.734 -4.141 0.224
H 2.470 -4.667 1.886
H 4.186 -2.926 1.895
H 2.750 -2.284 2.674
C -2.612 4.158 3.813
C -1.717 3.111 3.203
C -0.482 2.796 3.760
C 0.366 1.846 3.199
C 1.703 1.584 3.818
O 1.813 1.391 5.008
C 2.915 1.602 2.932
C 4.099 1.048 3.409
C 5.253 1.099 2.641
C 5.233 1.720 1.398
C 4.055 2.284 0.923
C 2.900 2.220 1.687
C -0.035 1.121 2.074
O 0.714 0.164 1.558
C -1.281 1.458 1.498
C -2.092 2.437 2.042
C -1.504 0.700 0.243
N -1.744 -0.569 0.226
C -2.194 -1.212 1.470
C -3.705 -1.136 1.621
Te -4.793 -2.155 0.085
C -4.731 -0.642 -1.382
C -4.648 -1.012 -2.721
C -4.671 -0.042 -3.717
C -4.765 1.301 -3.382
C -4.844 1.672 -2.046
C -4.836 0.705 -1.050
C -1.122 1.347 -1.042
C -1.541 0.790 -2.251
C -1.138 1.354 -3.451
C -0.327 2.483 -3.452
C 0.073 3.056 -2.252
C -0.327 2.495 -1.049
H -2.204 4.519 4.756
H -3.609 3.760 4.011
H -2.728 5.017 3.149
H -0.153 3.307 4.658
H 4.101 0.599 4.394
H 6.174 0.674 3.020
H 6.140 1.782 0.810
H 4.044 2.796 -0.032
H 1.983 2.670 1.324
H -3.035 2.681 1.558
H -1.710 -0.778 2.350
H -1.910 -2.265 1.420
H -4.050 -0.102 1.670
H -4.009 -1.625 2.547
H -4.567 -2.057 -2.994
H -4.622 -0.342 -4.757
H -4.783 2.056 -4.158
H -4.921 2.718 -1.777
H -4.927 1.011 -0.014
H -2.209 -0.063 -2.233
H -1.488 0.934 -4.386
H -0.024 2.930 -4.391
H 0.694 3.943 -2.253
H -0.026 2.942 -0.110
*
```